--- i ---
A cluster of 2 separate species, C6H15NS in total, computed with the ωB97M-V functional and the def2-TZVPD basis.

* orbital gap (alpha / beta): 7.91 / 5.15 eV
* E_HOMO (alpha / beta): -13.27 / -13.06 eV
* expectation value of S²: 0.762

ORCA input file:
```
! RIJCOSX wB97M-V def2-TZVPD def2/J DEFGRID3
* xyz 1 2
C 0.5569 -0.2507 1.7866
C 1.1639 0.9642 1.0774
C 0.2964 1.8793 0.1044
S -1.3429 2.0971 0.7895
C -0.1453 -1.0930 0.7205
N 0.5496 -1.4544 -0.4906
C -0.2643 -2.0543 -1.5537
C 0.6614 -2.2263 -2.7911
H -0.2552 0.2417 2.3368
H 1.1688 -0.7693 2.5220
H 1.3615 1.6801 1.8742
H 2.1577 0.6610 0.7031
H 0.3922 1.5944 -0.9486
H 0.8477 2.8283 0.1831
H -2.1320 1.0047 -0.8083
H -1.0084 -0.4416 0.4374
H -0.5173 -1.9925 1.2175
H 0.9920 -0.5859 -0.8493
H -0.7850 -2.9156 -1.1393
H -1.0407 -1.3348 -1.8334
H 1.3586 -3.0521 -2.6290
H 0.1821 -2.3585 -3.7636
H 1.2749 -1.3127 -2.8442
*
```



--- ii ---
A structure of composition C6H15NS, computed with the ωB97M-V functional and the def2-TZVPD basis.

* orbital gap (alpha / beta): 8.83 / 5.97 eV
* E_HOMO (alpha / beta): -13.89 / -13.86 eV
* expectation value of S²: 0.755

ORCA input file:
```
! RIJCOSX wB97M-V def2-TZVPD def2/J DEFGRID3
* xyz 1 2
C -1.2091 -0.3698 -0.6704
N -0.0899 0.5216 -0.1786
C 1.2674 0.0641 -0.6126
C 1.8432 1.1318 0.2479
S 4.1576 0.7994 0.1691
C 1.5776 -1.3271 -0.0810
C -2.5433 0.2526 -0.3187
C -2.7849 0.1912 1.1830
H -1.0530 -0.7416 -1.6851
H -1.1318 -1.2581 -0.0348
H -0.2566 1.4005 -0.6687
H 1.4730 0.1089 -1.6853
H 1.9767 2.1550 -0.0860
H 1.6697 0.9531 1.2847
H 4.7070 -0.3747 -0.1981
H 0.9785 -2.0354 -0.6270
H 2.6305 -1.5254 -0.2500
H 1.3301 -1.4233 0.9678
H -3.3034 -0.3184 -0.8484
H -2.6750 1.2694 -0.6662
H -3.6478 0.7675 1.4908
H -2.9588 -0.8306 1.5244
H -1.9576 0.5891 1.7432
*
```



Most stable: ii



--- i ---
A structure of composition C15H24Cl3N6O4PtSSeSi, computed with the ωB97M-V functional and the def2-TZVPD basis.

* orbital gap (alpha / beta): 7.68 / 6.45 eV
* E_HOMO (alpha / beta): -9.91 / -11.66 eV
* expectation value of S²: 6.027

ORCA input file:
```
! RIJCOSX wB97M-V def2-TZVPD def2/J DEFGRID3
* xyz 1 5
Pt 1.2029 -1.1501 -0.7455
C 6.1497 -1.8239 -0.8302
O 5.5794 -0.5001 -0.9209
C 4.2862 -0.4142 -0.6682
O 3.5824 -1.3549 -0.3253
N 3.8374 0.8542 -0.8229
N 2.4971 1.1395 -0.5593
H 7.2230 -1.6751 -0.8560
H 5.8238 -2.4211 -1.6788
H 5.8461 -2.3036 0.0959
H 4.5072 1.5923 -0.9725
H 2.1586 1.8337 -1.2126
H 2.3628 1.4405 0.4018
O -3.1536 -2.1994 -1.3828
N -2.7954 -2.6880 -0.3707
O -1.7944 -2.6121 0.2706
C 0.4552 1.8198 4.5442
C 1.7529 1.0720 4.2258
C 1.5089 -0.0795 3.3048
N 1.4435 0.0195 2.0273
N 1.1321 -1.1634 1.4081
C 0.9784 -2.1750 2.2346
N 0.7003 -3.4245 1.8724
S 1.1957 -1.6969 3.8836
H 0.6557 2.6647 5.2012
H -0.2625 1.1673 5.0430
H -0.0028 2.1965 3.6295
H 2.2189 0.7120 5.1438
H 2.4696 1.7370 3.7435
H 0.5816 -3.6466 0.8970
H 0.5639 -4.1507 2.5511
C -5.7039 2.9193 -0.7785
C -4.4315 2.2021 -1.1157
C -3.5335 1.8172 -0.1184
C -2.3652 1.1426 -0.4042
C -1.4377 0.7857 0.7196
C -2.0694 0.8391 -1.7597
Se -0.5521 -0.1200 -2.2752
C -2.9601 1.2404 -2.7920
C -2.7373 0.9757 -4.2589
C -4.1201 1.9054 -2.4367
H -5.7822 3.1205 0.2880
H -6.5671 2.3226 -1.0789
H -5.7656 3.8673 -1.3148
H -3.7604 2.0578 0.9136
H -1.8437 1.1305 1.6699
H -0.4569 1.2447 0.5870
H -1.2808 -0.2907 0.7801
H -1.8364 0.4103 -4.4714
H -2.6791 1.9236 -4.7963
H -3.5839 0.4230 -4.6674
H -4.8084 2.2007 -3.2215
Cl -0.4587 -4.1407 -2.3238
Si 1.3183 -3.2088 -1.8223
Cl 2.4090 -4.6722 -0.8444
Cl 2.3022 -2.8659 -3.6107
*
```



--- ii ---
A structure of composition C15H24Cl3N6O4PtSSeSi, computed with the ωB97M-V functional and the def2-TZVPD basis.

* orbital gap (alpha / beta): 7.00 / 6.35 eV
* E_HOMO (alpha / beta): -9.67 / -11.61 eV
* expectation value of S²: 6.019

ORCA input file:
```
! RIJCOSX wB97M-V def2-TZVPD def2/J DEFGRID3
* xyz 1 5
Pt -0.3559 -0.4635 1.1528
C -0.3285 -2.8010 6.0376
O 0.4097 -1.9627 5.1379
C 0.0172 -1.7828 3.8923
O 0.6701 -1.0368 3.1697
N -1.0825 -2.4604 3.4703
N -1.5832 -2.2270 2.1854
H 0.2141 -2.7611 6.9750
H -0.3508 -3.8314 5.6803
H -1.3360 -2.4112 6.1894
H -1.6389 -3.0041 4.1074
H -2.5213 -1.8398 2.2386
H -1.5815 -3.0763 1.6307
O 0.7069 -4.1744 1.0465
N 1.5722 -3.6823 0.4043
O 1.7788 -2.5755 0.0258
C -5.6027 -1.1170 -1.2695
C -4.5653 -2.1584 -1.6988
C -3.1815 -1.6018 -1.6327
N -2.4440 -1.6128 -0.5844
N -1.2473 -0.9572 -0.7542
C -1.0925 -0.4508 -1.9549
N -0.0034 0.2165 -2.3519
S -2.4435 -0.7717 -2.9837
H -6.6051 -1.5375 -1.3304
H -5.5643 -0.2367 -1.9118
H -5.4220 -0.7940 -0.2446
H -4.7720 -2.5049 -2.7121
H -4.6022 -3.0302 -1.0451
H 0.7205 0.4367 -1.6825
H 0.0447 0.6482 -3.2565
C 3.7288 3.5760 -4.2708
C 3.2882 2.9221 -2.9933
C 4.1031 1.9994 -2.3399
C 3.7234 1.3965 -1.1525
C 4.6486 0.4224 -0.4756
C 2.4566 1.7151 -0.6201
Se 1.9459 0.8533 0.9918
C 1.6178 2.6509 -1.2484
C 0.2910 3.0649 -0.6722
C 2.0586 3.2371 -2.4264
H 4.7269 3.2532 -4.5602
H 3.7381 4.6613 -4.1633
H 3.0437 3.3369 -5.0857
H 5.0683 1.7505 -2.7651
H 5.5879 0.3471 -1.0197
H 4.2105 -0.5756 -0.4191
H 4.8708 0.7404 0.5451
H 0.0105 2.4694 0.1951
H -0.5041 2.9741 -1.4143
H 0.3269 4.1074 -0.3525
H 1.4259 3.9779 -2.9047
Cl -0.6712 2.8031 3.0071
Si -1.6452 1.2558 2.0522
Cl -2.9524 0.4883 3.5045
Cl -2.9084 2.1341 0.6574
*
```



Most stable: ii



--- i ---
The ion C5H9FN with charge +1, computed with the ωB97M-V functional and the def2-TZVPD basis.

* orbital gap (alpha / beta): 9.13 / 6.24 eV
* E_HOMO (alpha / beta): -13.80 / -12.29 eV

ORCA input file:
```
! RIJCOSX wB97M-V def2-TZVPD def2/J DEFGRID3
* xyz 1 1
C -0.0165 1.1214 -1.5653
C -0.9030 -0.3170 1.1968
C 0.2086 0.6610 0.7591
C 1.3168 -0.6715 -0.8790
C -0.4341 -1.7060 1.1958
N 0.5453 0.3779 -0.6369
F 0.6188 -2.0093 1.9128
H 0.2325 0.9786 -2.6020
H -0.7101 1.8975 -1.3015
H -1.2017 -0.0296 2.2165
H -1.7782 -0.2260 0.5515
H -0.1379 1.6888 0.8594
H 1.0985 0.5197 1.3781
H 1.9201 -1.0963 -0.1006
H 1.4385 -1.0227 -1.8865
H -0.9483 -2.5541 0.7702
*
```



--- ii ---
A structure of composition C5H9FN, computed with the ωB97M-V functional and the def2-TZVPD basis.

* orbital gap: 11.14 eV
* E_HOMO: -14.61 eV

ORCA input file:
```
! RIJCOSX wB97M-V def2-TZVPD def2/J DEFGRID3
* xyz 1 1
C -0.8699 0.0112 1.5642
C -0.6996 -0.6487 -0.7614
C 1.5992 0.0601 -0.1532
C -1.1335 0.4588 0.1355
C 0.0578 0.9247 0.8866
N 0.6756 -0.3499 -1.2582
F 0.4522 2.1429 1.1315
H -1.4718 0.4024 2.4704
H -0.5985 -0.9633 1.6066
H -0.7220 -1.6275 -0.2510
H -1.4178 -0.9959 -1.6387
H 2.2459 0.8069 -0.2960
H 1.9456 -0.8383 0.2744
H -1.9552 1.1477 0.0312
H 1.1080 -0.9593 -1.8815
H 0.7840 0.4281 -1.8602
*
```



--- iii ---
A cluster of 2 separate species, C5H9FN in total, computed with the ωB97M-V functional and the def2-TZVPD basis.

* orbital gap (alpha / beta): 7.84 / 7.84 eV
* E_HOMO (alpha / beta): -13.80 / -13.80 eV

ORCA input file:
```
! RIJCOSX wB97M-V def2-TZVPD def2/J DEFGRID3
* xyz 1 1
C 0.5338 2.2583 0.5376
C 1.7037 -0.4921 -0.0049
C -1.8885 0.7687 -0.6246
C 0.4037 -0.9371 0.6648
C -0.4862 0.1688 1.1070
N 0.0659 1.3987 1.1834
F -1.2985 -0.1189 2.0956
H 1.0083 3.0849 0.1404
H 1.3945 0.0881 -0.9097
H 2.2274 0.1051 0.7273
H 2.2728 -1.3217 -0.4341
H -0.9869 1.1679 -1.0381
H -2.4107 -0.0797 -1.1554
H -2.5366 1.4057 0.0031
H 0.5135 -1.5028 1.5812
H -0.2340 -1.5626 -0.0342
*
```



Most stable: i